(1)
ORCA calculation (ωB97M-V/def2-TZVPD) on a structure of composition CH6O2P2.

Cartesian coordinates (Å):
1 C 1.06 0.85 0.30
2 O 0.08 -0.53 -2.42
3 O 0.25 1.94 0.00
4 P -1.80 -0.54 0.74
5 P 0.11 -0.63 -0.22
6 H 1.24 0.84 1.38
7 H 2.02 0.86 -0.23
8 H 0.05 1.91 -0.94
9 H -2.38 -1.29 -0.29
10 H -1.53 -1.69 1.50
11 H 0.88 -1.72 0.19

Gap between HOMO and LUMO (alpha / beta) in eV: 8.732 / 8.733
Energy above the lowest of the compared OMol25 structures with the same formula, charge and spin in eV: 3.558
Total energy in hartree: -874.7103
Highest occupied orbital energy (alpha / beta) in eV: -9.1 / -9.1
F_max in hartree/bohr: 0.11533



(2)
ORCA calculation (ωB97M-V/def2-TZVPD) on a structure of composition FSr.

Cartesian coordinates (Å):
1 Sr 1.02 -1.68 -1.30
2 F -1.02 1.68 1.30

Gap between HOMO and LUMO in eV: 3.337
Energy above the lowest of the compared OMol25 structures with the same formula, charge and spin in eV: 6.078
Total energy in hartree: -130.1344
Highest occupied orbital energy in eV: -11.0
Net charge: +1
F_max in hartree/bohr: 0.02311



(3)
ORCA calculation (ωB97M-V/def2-TZVPD) on a structure of composition C40H34N11NbO5S.

Cartesian coordinates (Å):
1 Nb 8.86 10.98 12.62
2 C 6.51 9.23 13.97
3 N 6.99 10.66 13.92
4 C 5.87 11.59 13.55
5 C 6.34 12.67 12.62
6 N 7.41 12.63 11.74
7 C 7.41 13.89 11.09
8 C 8.24 14.43 10.09
9 C 8.01 15.76 9.72
10 C 7.02 16.56 10.34
11 C 6.17 16.02 11.29
12 C 6.33 14.68 11.57
13 N 5.64 13.79 12.46
14 C 6.31 8.79 12.55
15 N 6.55 9.58 11.51
16 C 6.14 8.86 10.40
17 C 6.39 9.15 9.06
18 C 6.07 8.16 8.14
19 C 5.37 7.00 8.51
20 C 5.09 6.72 9.85
21 C 5.56 7.64 10.78
22 N 5.65 7.63 12.20
23 H 5.56 9.22 14.52
24 H 7.23 8.63 14.50
25 H 7.40 10.91 14.84
26 H 5.40 12.06 14.47
27 H 5.05 11.09 13.02
28 H 9.01 13.83 9.62
29 H 8.69 16.28 9.04
30 H 6.91 17.59 10.06
31 H 5.39 16.61 11.76
32 H 4.82 14.05 13.05
33 H 6.93 10.04 8.75
34 H 6.30 8.30 7.10
35 H 5.00 6.28 7.78
36 H 4.59 5.83 10.16
37 H 5.21 6.98 12.84
38 O 11.63 15.62 12.79
39 C 11.04 15.77 13.93
40 C 11.18 16.93 14.70
41 C 10.75 16.95 16.02
42 C 10.09 15.88 16.61
43 C 9.80 14.76 15.84
44 C 10.21 14.72 14.53
45 C 9.92 13.54 13.73
46 O 9.06 12.60 14.02
47 N 10.56 13.44 12.61
48 N 10.30 12.40 11.76
49 C 10.82 12.37 10.52
50 C 10.67 11.28 9.63
51 C 11.45 11.19 8.43
52 C 11.53 10.03 7.70
53 C 10.77 8.91 8.05
54 C 9.89 8.97 9.12
55 C 9.86 10.10 9.93
56 O 9.00 10.16 11.01
57 H 11.21 14.39 12.44
58 H 11.76 17.72 14.25
59 H 10.89 17.83 16.59
60 H 9.74 15.93 17.66
61 H 9.17 13.94 16.22
62 H 11.34 13.22 10.05
63 H 12.01 12.08 8.15
64 H 12.17 9.98 6.81
65 H 10.81 8.04 7.40
66 H 9.23 8.12 9.34
67 N 14.17 9.81 19.40
68 C 13.07 9.71 18.60
69 C 12.09 8.72 18.87
70 C 10.99 8.61 18.07
71 C 10.85 9.54 17.01
72 C 11.79 10.47 16.71
73 C 12.90 10.59 17.51
74 S 9.32 9.58 16.17
75 O 8.52 10.69 16.59
76 O 8.64 8.27 16.27
77 N 9.69 9.86 14.59
78 C 10.41 8.91 13.95
79 N 10.75 7.73 14.37
80 C 11.86 7.18 13.88
81 C 12.62 7.78 12.86
82 C 12.03 8.89 12.31
83 N 10.91 9.42 12.81
84 H 14.19 9.36 20.31
85 H 14.79 10.60 19.28
86 H 12.28 8.01 19.69
87 H 10.23 7.83 18.18
88 H 11.66 11.13 15.84
89 H 13.70 11.30 17.27
90 H 12.12 6.21 14.30
91 H 13.58 7.38 12.49
92 H 12.44 9.41 11.45

Gap between HOMO and LUMO (alpha / beta) in eV: 4.877 / 2.488
Energy above the lowest of the compared OMol25 structures with the same formula, charge and spin in eV: 0.857
Total energy in hartree: -2977.9456
Highest occupied orbital energy (alpha / beta) in eV: -12.1 / -11.4
Net charge: +2
F_max in hartree/bohr: 0.06343



(4)
ORCA calculation (ωB97M-V/def2-TZVPD) on a structure of composition C20H18BrF5N5O2PdSi.

Cartesian coordinates (Å):
1 Pd 0.12 -0.31 0.22
2 N 0.81 2.96 2.99
3 C 0.87 1.63 2.78
4 N 0.50 1.37 1.55
5 C 0.20 2.60 0.99
6 N 0.38 3.60 1.87
7 C -0.26 2.73 -0.34
8 C -0.60 3.96 -0.93
9 N -1.06 4.07 -2.15
10 C -1.21 2.92 -2.86
11 C -0.87 1.70 -2.32
12 N -0.40 1.58 -1.09
13 H 1.01 3.48 3.82
14 H 1.19 0.92 3.51
15 H -0.49 4.86 -0.35
16 H -1.60 3.01 -3.86
17 H -0.98 0.77 -2.88
18 Br -6.06 -4.53 4.55
19 C -4.63 -3.54 3.78
20 C -4.71 -3.15 2.45
21 C -3.69 -2.39 1.92
22 C -2.59 -2.04 2.69
23 C -2.52 -2.46 4.02
24 C -3.54 -3.20 4.57
25 C -1.49 -1.27 2.03
26 O -0.32 -1.45 2.41
27 O -1.82 -0.51 1.08
28 H -5.56 -3.45 1.85
29 H -3.72 -2.08 0.88
30 H -1.66 -2.21 4.62
31 H -3.50 -3.53 5.60
32 F 2.33 -0.71 -1.66
33 C 1.98 -0.35 -0.38
34 F 2.62 0.87 -0.20
35 C 2.61 -1.33 0.59
36 F 2.56 -0.82 1.84
37 F 1.93 -2.49 0.62
38 F 3.90 -1.67 0.38
39 C -2.74 -2.79 -4.46
40 Si -1.06 -3.26 -3.67
41 C -1.17 -5.08 -3.10
42 C 0.24 -3.13 -5.07
43 C -0.65 -2.21 -2.21
44 C -0.33 -1.62 -1.20
45 H -3.00 -3.46 -5.27
46 H -2.71 -1.78 -4.85
47 H -3.54 -2.83 -3.73
48 H -1.41 -5.76 -3.91
49 H -1.94 -5.20 -2.33
50 H -0.23 -5.41 -2.66
51 H 0.01 -3.81 -5.89
52 H 1.24 -3.36 -4.72
53 H 0.27 -2.12 -5.48

Gap between HOMO and LUMO in eV: 5.946
Total energy in hartree: -4687.9940
Highest occupied orbital energy in eV: -3.9
Net charge: -1
F_max in hartree/bohr: 0.08241



(5)
ORCA calculation (ωB97M-V/def2-TZVPD) on a structure of composition C35H63O40PS9.

Cartesian coordinates (Å):
1 C -10.04 -4.73 -1.78
2 O -10.22 -5.58 -0.59
3 C -10.28 -7.01 -0.94
4 C -8.88 -7.80 -0.50
5 C -7.70 -6.67 -0.20
6 C -6.25 -7.39 0.21
7 C -5.08 -6.36 -0.32
8 C -3.59 -7.06 -0.33
9 C -2.80 -6.97 1.10
10 C -2.66 -5.40 1.60
11 C -1.14 -5.16 2.18
12 C -1.01 -3.55 2.56
13 C -1.02 -3.23 4.17
14 C -0.39 -1.91 4.60
15 P 0.34 -0.61 3.38
16 O 1.64 0.11 3.93
17 C -0.30 -1.50 6.21
18 O 0.22 -0.30 6.61
19 C -0.79 -2.53 7.39
20 C -1.40 -3.82 6.97
21 C -1.63 -4.18 5.35
22 O -2.40 -5.28 5.14
23 H -9.45 -5.31 -2.63
24 H -11.13 -4.44 -2.15
25 H -9.48 -3.71 -1.57
26 H -10.47 -7.21 -2.09
27 H -11.19 -7.50 -0.35
28 H -8.56 -8.52 -1.39
29 H -9.13 -8.47 0.44
30 H -7.62 -5.98 -1.14
31 H -8.03 -6.06 0.76
32 H -6.19 -7.37 1.39
33 H -6.12 -8.46 -0.25
34 H -5.16 -5.38 0.32
35 H -5.35 -6.06 -1.45
36 H -3.66 -8.20 -0.62
37 H -2.92 -6.54 -1.17
38 H -1.75 -7.52 1.02
39 H -3.44 -7.58 1.89
40 H -2.83 -4.68 0.67
41 H -3.48 -5.17 2.41
42 H -0.86 -5.85 3.09
43 H -0.40 -5.41 1.29
44 H -1.81 -2.87 2.02
45 H 0.05 -3.22 2.11
46 H 0.59 -1.11 2.05
47 H -0.69 0.43 3.26
48 H -0.68 -2.31 8.54
49 H -1.77 -4.56 7.83
50 C 5.70 0.08 1.30
51 C 5.33 1.53 1.02
52 O 4.03 1.70 1.57
53 S 3.86 0.73 2.87
54 O 4.12 1.51 4.05
55 O 2.68 -0.08 2.69
56 O 5.17 -0.21 2.59
57 H 5.22 -0.59 0.58
58 H 6.78 -0.09 1.28
59 H 5.34 1.77 -0.04
60 H 6.01 2.22 1.55
61 C 1.29 5.83 0.93
62 C 2.39 6.07 -0.09
63 O 3.41 5.12 0.23
64 S 2.71 3.78 0.84
65 O 2.58 2.81 -0.22
66 O 3.33 3.48 2.11
67 O 1.24 4.42 1.12
68 H 1.54 6.30 1.89
69 H 0.32 6.21 0.59
70 H 2.79 7.08 -0.06
71 H 2.04 5.85 -1.11
72 C 4.06 3.23 -3.92
73 C 5.16 4.14 -4.45
74 O 5.49 5.00 -3.37
75 S 5.29 4.19 -1.97
76 O 6.58 3.68 -1.55
77 O 4.44 4.98 -1.10
78 O 4.42 2.95 -2.57
79 H 3.09 3.74 -3.91
80 H 3.97 2.30 -4.49
81 H 4.83 4.72 -5.32
82 H 6.05 3.57 -4.72
83 C 7.32 8.26 -2.00
84 C 5.85 8.04 -1.66
85 O 5.26 9.34 -1.68
86 S 6.03 10.25 -2.80
87 O 5.25 10.21 -4.02
88 O 6.46 11.48 -2.17
89 O 7.33 9.29 -3.00
90 H 7.88 8.63 -1.14
91 H 7.80 7.36 -2.38
92 H 5.72 7.57 -0.68
93 H 5.36 7.43 -2.42
94 C -13.69 -1.82 0.44
95 C -13.40 -3.29 0.70
96 O -14.34 -4.00 -0.10
97 S -14.65 -3.15 -1.45
98 O -13.82 -3.67 -2.51
99 O -16.07 -2.98 -1.57
100 O -14.00 -1.73 -0.95
101 H -14.56 -1.47 1.00
102 H -12.83 -1.18 0.67
103 H -13.52 -3.55 1.76
104 H -12.40 -3.57 0.37
105 C 4.16 -0.93 -2.05
106 C 4.45 -2.41 -1.78
107 O 3.51 -3.12 -2.58
108 S 3.20 -2.26 -3.93
109 O 4.03 -2.79 -5.00
110 O 1.77 -2.09 -4.06
111 O 3.85 -0.85 -3.44
112 H 3.29 -0.59 -1.48
113 H 5.02 -0.30 -1.81
114 H 4.33 -2.67 -0.73
115 H 5.45 -2.68 -2.12
116 C 8.25 -2.87 5.64
117 C 6.78 -3.10 5.98
118 O 6.19 -1.80 5.96
119 S 6.95 -0.89 4.84
120 O 6.18 -0.92 3.62
121 O 7.38 0.34 5.47
122 O 8.25 -1.85 4.64
123 H 8.81 -2.51 6.50
124 H 8.73 -3.78 5.25
125 H 6.65 -3.56 6.96
126 H 6.28 -3.71 5.22
127 C -4.77 1.36 1.12
128 C -3.67 1.59 0.09
129 O -2.65 0.64 0.41
130 S -3.35 -0.69 1.03
131 O -3.48 -1.66 -0.04
132 O -2.73 -1.00 2.29
133 O -4.82 -0.05 1.31
134 H -4.52 1.82 2.08
135 H -5.74 1.74 0.78
136 H -3.27 2.61 0.13
137 H -4.02 1.38 -0.92
138 C 7.88 9.12 -8.04
139 C 7.51 10.58 -8.31
140 O 6.21 10.75 -7.77
141 S 6.04 9.77 -6.47
142 O 6.30 10.56 -5.28
143 O 4.86 8.97 -6.64
144 O 7.35 8.83 -6.74
145 H 7.40 8.46 -8.76
146 H 8.96 8.96 -8.05
147 H 7.52 10.82 -9.38
148 H 8.19 11.26 -7.78

Gap between HOMO and LUMO in eV: 4.047
Total energy in hartree: -8304.7463
Highest occupied orbital energy in eV: -5.7
F_max in hartree/bohr: 0.30722



(6)
ORCA calculation (ωB97M-V/def2-TZVPD) on a cluster of 15 separate species, H30O15 in total.

Cartesian coordinates (Å):
1 O 4.15 0.91 0.85
2 H 4.57 1.73 0.96
3 H 3.21 1.12 0.59
4 O -0.17 -3.14 -2.09
5 H -0.71 -2.46 -1.67
6 H -0.71 -3.90 -2.01
7 O -0.84 3.29 0.54
8 H -1.44 3.20 -0.17
9 H -1.12 2.54 0.99
10 O -1.25 -1.13 2.74
11 H -2.24 -1.08 2.63
12 H -0.96 -1.83 2.18
13 O -2.14 0.26 -2.48
14 H -1.70 0.08 -3.34
15 H -3.06 0.56 -2.66
16 O -0.39 2.41 -2.28
17 H -0.97 1.63 -2.17
18 H -0.48 2.57 -3.22
19 O 1.06 -0.15 -2.32
20 H 1.02 0.77 -2.56
21 H 0.62 -0.52 -3.08
22 O -0.63 1.48 3.09
23 H -1.55 1.64 3.01
24 H -0.46 0.60 2.81
25 O 2.03 -0.23 2.38
26 H 1.32 -0.55 1.82
27 H 2.88 -0.02 1.98
28 O 2.40 -1.66 -0.55
29 H 1.96 -1.24 -1.28
30 H 2.49 -2.58 -0.82
31 O 0.13 0.03 0.41
32 H -0.30 -0.57 -0.29
33 H 0.90 0.44 0.00
34 O 0.14 -3.04 1.59
35 H 0.87 -2.50 1.29
36 H 0.55 -3.24 2.46
37 O 1.93 2.12 0.00
38 H 1.62 2.61 0.72
39 H 1.32 2.47 -0.66
40 O -2.54 1.02 0.70
41 H -1.68 0.66 0.57
42 H -2.97 0.46 1.35
43 O -1.90 -1.69 -0.58
44 H -2.67 -1.99 -0.16
45 H -2.27 -1.09 -1.26

Gap between HOMO and LUMO in eV: 8.864
Energy above the lowest of the compared OMol25 structures with the same formula, charge and spin in eV: 1.948
Total energy in hartree: -1146.5685
Highest occupied orbital energy in eV: -9.8
F_max in hartree/bohr: 0.05789